Entry 1:
116
Properties=species:S:1:pos:R:3:forces:R:3:mulliken_charge:R:1 method="wB97M-V/def2-TZVPD" total_charge=-1 homo_energy_ha=-0.154 multiplicity=1
Cd -1.027 0.975 1.386 -0.5 0.2 0.8 1.191
Cl 0.736 3.522 2.737 -0.4 0.1 0.1 -0.116
C -0.404 4.080 1.572 -0.5 0.2 -1.0 0.573
C -1.065 3.159 0.761 0.8 -2.4 0.8 -1.267
C -1.735 3.486 -0.381 -0.4 2.1 -0.2 0.585
Cl -2.533 2.309 -1.437 0.5 0.4 0.5 0.078
C -1.861 4.861 -0.700 0.7 0.3 1.5 0.209
Cl -2.684 5.343 -2.122 -0.1 0.4 -0.2 -0.220
C -1.332 5.841 0.232 -1.1 -1.5 -1.1 0.265
Cl -1.764 7.486 0.048 0.1 0.4 -0.3 -0.226
C -0.611 5.441 1.355 0.2 -0.3 -0.2 0.162
Cl 0.050 6.592 2.445 0.0 0.3 0.0 -0.195
C -6.243 -4.322 3.380 0.5 -0.2 -0.3 -1.916
C -7.050 -3.053 3.595 -0.8 0.4 0.9 2.041
C -8.170 -2.952 2.500 1.7 -0.9 0.6 -1.900
C -7.705 -3.259 5.030 1.8 0.3 -0.3 -1.465
C -6.129 -1.806 3.541 -0.2 0.1 0.2 0.173
C -4.790 -1.952 3.875 0.5 0.2 -0.5 -0.812
C -3.909 -0.946 3.508 0.1 0.7 0.2 -0.237
Br -2.153 -0.916 4.342 -0.8 -0.2 -0.5 -0.282
C -4.253 0.152 2.630 0.4 -1.3 0.8 0.426
O -3.322 0.842 2.077 0.4 0.7 -0.5 -0.976
C -5.675 0.386 2.473 1.1 0.3 0.0 0.017
C -6.535 -0.528 3.054 -0.3 -1.4 -0.3 -0.442
C -6.104 1.625 1.629 -1.6 -1.1 1.1 2.441
C -5.522 2.888 2.255 -0.7 0.4 -0.1 -1.770
C -5.607 1.448 0.243 1.9 0.3 -2.5 -1.343
C -7.662 1.674 1.553 -0.8 -0.3 1.0 -2.101
H -6.901 -5.173 3.376 -0.5 -0.5 0.1 0.510
H -5.522 -4.505 4.189 -0.1 0.1 -0.4 0.390
H -5.738 -4.365 2.410 0.2 0.3 0.1 0.370
H -8.607 -3.943 2.355 -0.3 0.1 0.2 0.465
H -7.677 -2.704 1.556 -0.3 0.3 0.0 0.358
H -8.897 -2.233 2.816 -0.6 0.4 -0.2 0.365
H -8.183 -4.253 5.084 -0.2 0.5 0.0 0.387
H -8.374 -2.419 5.240 0.0 -0.3 0.2 0.366
H -6.832 -3.263 5.773 -1.3 0.1 -0.8 0.310
H -4.370 -2.860 4.325 -0.3 0.5 -0.1 0.194
H -7.605 -0.364 3.043 -0.1 0.1 -0.4 0.408
H -4.450 2.788 2.369 0.1 0.0 0.2 0.251
H -6.024 3.093 3.204 0.3 -0.1 0.1 0.361
H -5.726 3.755 1.621 0.0 0.0 -0.2 0.430
H -4.501 1.357 0.222 -0.6 -0.1 0.3 -0.100
H -5.770 2.307 -0.453 -0.3 -0.2 0.7 0.468
H -5.978 0.586 -0.327 -0.3 -0.1 0.5 0.284
H -8.162 1.833 2.542 0.6 0.1 -0.5 0.377
H -8.158 0.747 1.195 0.8 0.2 0.0 0.374
H -8.052 2.454 0.905 0.3 0.4 -0.2 0.375
Cl 3.739 -5.164 5.405 0.4 -1.0 0.6 -0.241
C 3.170 -3.748 4.679 -0.5 2.3 -0.5 0.408
C 2.645 -3.777 3.397 0.1 0.3 0.0 -0.585
C 2.091 -2.632 2.829 -0.5 0.7 0.7 -0.196
C 2.050 -1.419 3.547 1.6 -1.6 0.1 0.339
C 2.802 -1.376 4.743 -1.3 2.1 0.8 -0.531
C 3.234 -2.495 5.362 0.4 -2.8 -1.1 -0.502
C 1.256 -0.237 3.168 -1.2 1.6 0.0 0.304
O 1.594 0.872 3.628 -0.4 -1.2 -0.8 -0.700
O 0.176 -0.516 2.485 1.5 0.7 0.0 -0.706
H 2.590 -4.684 2.820 0.2 -0.3 0.1 0.380
H 1.607 -2.738 1.863 -0.1 0.3 0.1 0.438
H 2.880 -0.448 5.382 -0.4 -0.8 -1.3 0.296
H 3.604 -2.483 6.350 0.5 0.1 0.9 0.439
S -0.437 -0.802 -0.481 -0.4 -0.5 -0.8 -0.342
C -1.584 -0.801 -1.763 0.8 0.7 0.4 0.232
N -1.123 -0.469 -3.026 1.2 -0.4 0.1 0.381
C -1.931 -0.274 -4.077 -0.9 0.8 -1.8 -0.117
C -3.299 -0.280 -3.954 0.8 -0.8 2.3 -0.752
C -3.832 -0.673 -2.686 1.0 0.5 0.2 -0.049
C -2.983 -0.971 -1.609 -0.7 0.4 -1.9 -0.681
H -0.074 -0.342 -3.180 -1.9 -0.3 0.6 -0.139
H -1.485 -0.027 -5.064 0.0 -0.2 1.0 0.335
H -3.988 0.032 -4.686 -0.3 0.2 -1.1 0.470
H -4.918 -0.593 -2.583 0.4 -0.4 0.3 0.331
H -3.388 -1.264 -0.661 0.1 0.1 0.4 0.389
C 1.723 -3.229 -2.699 0.4 0.3 -1.4 -0.457
O 2.774 -2.363 -3.363 -0.5 0.1 1.5 -0.368
C 3.467 -1.678 -2.421 -0.8 1.0 1.9 0.498
O 3.367 -1.927 -1.218 -0.3 0.0 -1.5 -0.547
C 4.457 -0.597 -2.809 -1.5 -1.1 0.4 -0.165
C 4.399 0.185 -3.892 -0.4 2.0 -1.5 0.530
As 6.106 0.292 -4.968 -2.1 2.1 0.8 0.208
C 6.054 2.365 -5.099 1.2 -0.8 -1.5 -1.213
C 7.190 0.321 -3.379 0.9 0.8 2.9 0.621
C 6.869 0.726 -2.089 1.3 -0.3 -1.8 0.417
As 5.243 0.272 -1.168 -0.4 -2.2 -0.7 0.377
C 5.959 -1.475 -0.491 1.1 1.2 1.2 -1.062
C 7.735 1.429 -1.044 1.0 0.1 -0.3 0.091
O 7.764 1.060 0.105 -0.1 0.2 -0.7 -0.539
O 8.390 2.593 -1.361 -0.4 -1.3 0.4 -0.324
C 8.461 3.150 -2.646 -0.9 1.1 -2.0 -0.205
C 8.603 0.246 -3.837 0.9 0.3 -0.7 0.191
O 8.893 0.551 -4.985 -0.2 -0.3 1.1 -0.545
O 9.582 -0.103 -2.948 -0.4 0.5 -0.7 -0.302
C 9.702 -1.414 -2.373 1.8 0.6 0.7 -0.577
C 3.069 0.831 -4.412 -0.1 -1.8 -1.8 0.218
O 2.221 0.140 -4.961 0.6 1.2 1.1 -0.604
O 2.963 2.216 -4.309 1.8 -2.3 0.7 -0.285
C 1.679 2.682 -4.583 -1.7 1.3 1.8 -0.689
H 0.871 -2.637 -2.289 1.2 -0.2 0.2 0.106
H 2.234 -3.912 -2.016 -0.4 0.4 0.1 0.284
H 1.314 -3.789 -3.544 0.2 0.0 0.0 0.239
H 5.317 2.658 -5.889 0.6 -0.2 0.8 0.405
H 7.098 2.623 -5.452 -1.2 0.0 0.4 0.316
H 5.841 2.802 -4.124 -0.2 -0.1 -0.2 0.304
H 6.216 -2.203 -1.247 -0.1 0.1 -0.5 0.331
H 5.149 -1.842 0.127 0.2 -0.1 0.2 0.306
H 6.865 -1.206 0.103 -0.8 -0.4 -0.2 0.349
H 9.333 2.850 -3.276 -0.1 0.4 1.2 0.243
H 8.322 4.252 -2.509 0.8 -0.8 -0.1 0.353
H 7.636 2.913 -3.349 0.1 -0.3 1.0 -0.153
H 10.549 -1.966 -2.894 -1.1 0.7 0.6 0.256
H 8.797 -1.970 -2.428 -0.8 -0.4 0.0 0.282
H 9.973 -1.197 -1.304 -0.2 -0.6 -1.0 0.238
H 1.697 3.721 -4.941 0.4 -0.4 0.2 0.253
H 1.045 2.667 -3.620 0.8 -0.1 -1.4 0.197
H 1.261 2.055 -5.316 -0.9 -0.6 -0.9 0.388

Entry 2:
105
Properties=species:S:1:pos:R:3:forces:R:3:mulliken_charge:R:1 method="wB97M-V/def2-TZVPD" total_charge=-2 homo_energy_ha="-0.091 / -0.091" multiplicity=1
Rb -1.135 2.058 -0.018 0.1 -0.1 -0.1 0.670
C -4.036 0.702 -2.691 0.3 0.2 0.4 -0.722
C -5.270 0.715 -2.065 -0.5 -0.6 -0.2 -0.701
C -5.596 -0.290 -1.165 0.8 -0.3 0.1 -0.570
C -4.662 -1.260 -0.757 0.6 0.4 -0.9 0.579
C -3.364 -1.207 -1.313 -0.6 0.4 0.0 -0.404
C -3.085 -0.226 -2.282 0.0 -0.2 0.3 -0.698
P -5.248 -2.441 0.492 -0.8 -0.6 -0.6 -0.202
C -6.376 -3.550 -0.494 0.5 0.1 2.2 0.118
C -6.961 -4.598 0.219 -0.5 0.0 0.7 -0.113
C -7.868 -5.425 -0.404 -0.3 -1.3 0.5 -0.685
C -8.109 -5.324 -1.746 0.8 1.1 -2.1 -0.400
C -7.496 -4.312 -2.495 0.2 -0.3 0.7 -0.709
C -6.663 -3.429 -1.802 -0.4 1.2 -3.2 0.213
C -3.878 -3.652 0.711 -0.4 2.8 0.5 0.724
C -3.811 -4.960 0.226 -0.8 0.4 -1.1 -0.265
C -2.765 -5.739 0.631 0.8 -1.2 0.8 -0.507
C -1.743 -5.157 1.386 0.2 -1.1 0.0 -0.518
C -1.789 -3.844 1.819 0.6 1.9 0.9 -0.205
C -2.925 -3.020 1.518 1.7 -4.8 -1.0 -0.319
H -3.735 1.445 -3.427 -0.1 0.0 0.1 0.183
H -6.043 1.438 -2.283 0.1 0.1 -0.2 0.630
H -6.589 -0.339 -0.778 -0.6 0.2 0.4 0.516
H -2.613 -1.922 -0.981 0.0 0.2 -0.2 0.489
H -2.109 -0.091 -2.731 0.2 -0.5 0.1 0.624
H -6.758 -4.767 1.285 0.0 0.3 -0.4 0.332
H -8.369 -6.268 0.084 0.4 0.4 0.3 0.319
H -8.636 -6.044 -2.325 -0.8 -0.6 0.1 0.378
H -7.576 -4.213 -3.591 -0.2 -0.1 0.8 0.368
H -6.285 -2.591 -2.414 0.2 -0.4 0.6 0.243
H -4.555 -5.260 -0.555 0.6 0.0 1.2 0.310
H -2.709 -6.850 0.527 -0.2 1.1 -0.6 0.290
H -0.883 -5.826 1.641 -0.7 1.0 0.0 0.308
H -0.887 -3.524 2.394 -1.0 0.2 -0.4 0.364
N -4.096 1.002 2.026 -0.1 -1.2 -0.1 0.065
C -3.401 0.697 3.167 0.4 1.5 0.5 0.430
N -2.843 -0.546 3.278 -0.6 -1.6 -1.8 -0.289
O -3.163 1.522 4.044 -0.1 0.0 0.1 -0.730
H -4.539 0.159 1.666 -0.2 0.6 -0.4 -0.013
H -4.728 1.811 2.021 0.1 -0.4 0.2 0.083
H -2.975 -1.308 2.530 0.4 1.6 1.8 0.203
H -2.300 -0.668 4.116 0.0 -0.3 -0.2 0.175
I -1.583 3.629 -4.616 0.0 -0.2 0.1 -0.893
C 1.610 3.381 0.911 0.0 0.6 0.0 -1.473
H 1.187 3.458 1.926 0.4 -0.5 -0.5 0.152
H 2.057 4.343 0.619 -0.2 -0.5 -0.1 0.234
Cl -7.099 2.326 1.276 0.1 0.0 -0.1 -0.715
C -6.014 4.241 -0.518 -0.1 -0.5 -0.7 0.320
Cl -7.110 4.027 -1.817 0.2 -0.1 0.1 -0.171
Cl -6.134 5.651 0.357 -0.3 1.0 0.7 -0.170
C -4.750 3.653 -0.533 0.6 -0.5 0.0 -0.096
N -3.685 3.200 -0.467 -0.7 0.3 -0.1 0.010
C 7.185 0.521 4.675 -0.3 -0.4 0.5 -1.581
C 6.107 0.829 3.665 1.2 -0.6 0.5 0.783
C 6.448 0.857 2.338 1.3 -0.2 0.6 -0.841
C 5.506 1.040 1.369 -0.5 0.3 -1.6 1.309
C 6.083 0.988 -0.014 1.0 1.1 -0.3 -1.475
C 4.188 1.335 1.676 -1.3 0.1 0.6 0.029
As 2.621 1.958 0.356 0.9 -0.3 1.9 2.088
N 1.642 0.504 0.397 0.2 -1.2 -0.8 -0.185
C 2.131 -0.764 0.070 -1.6 -0.4 0.9 0.076
C 1.335 -1.869 0.566 1.7 0.7 -0.8 -0.738
C 1.652 -3.190 0.378 -0.1 0.1 -0.1 -0.045
C 2.763 -3.561 -0.385 -0.3 -0.6 -0.1 -0.601
C 3.480 -2.533 -0.944 0.2 0.6 0.8 -1.006
C 3.226 -1.190 -0.684 -0.6 0.5 0.1 0.563
C 3.510 2.540 -1.262 -0.3 0.2 -0.7 0.367
C 2.974 2.226 -2.550 0.8 0.5 0.7 0.268
C 1.621 1.526 -2.773 1.3 0.6 -0.5 -1.373
C 3.711 2.679 -3.669 -0.9 -0.6 0.8 -0.525
C 4.880 3.430 -3.596 -0.8 -0.3 1.1 0.586
C 5.582 3.726 -4.882 0.5 0.4 -0.6 -1.476
C 5.257 3.861 -2.306 -0.2 -0.6 -0.3 -0.480
C 4.592 3.439 -1.131 -0.3 0.5 -1.8 0.361
C 4.920 4.203 0.110 0.7 -0.8 1.9 -1.436
C 3.823 1.214 3.065 -1.6 0.8 -1.8 0.370
C 2.382 1.478 3.549 0.2 0.8 -1.4 -1.806
C 4.781 0.947 4.004 -0.1 0.1 0.2 -0.964
H 8.126 0.291 4.183 0.1 -0.2 -0.1 0.340
H 6.904 -0.308 5.346 0.1 0.0 -0.4 0.331
H 7.398 1.318 5.370 -0.1 0.7 0.1 0.308
H 7.497 0.722 2.008 -0.6 0.0 0.4 0.218
H 6.978 0.359 0.004 0.1 0.2 0.1 0.536
H 6.393 2.038 -0.300 -0.2 -1.3 -0.1 0.177
H 5.477 0.544 -0.776 -0.6 0.2 -0.3 0.127
H 0.541 -1.593 1.176 -1.6 0.4 1.0 0.637
H 1.009 -3.925 0.837 0.0 -0.3 0.0 0.108
H 3.033 -4.619 -0.532 -0.1 0.7 0.0 0.319
H 4.369 -2.706 -1.475 1.0 -0.5 -0.9 0.413
H 3.861 -0.432 -1.079 0.5 0.3 -0.5 0.049
H 1.075 2.075 -3.554 -0.1 0.0 0.4 0.344
H 1.071 1.486 -1.843 -0.2 -0.2 0.0 -0.268
H 1.785 0.524 -3.172 0.0 -0.1 0.3 0.292
H 3.243 2.405 -4.602 0.3 0.1 -0.5 0.314
H 4.905 3.539 -5.730 0.4 -0.2 0.3 0.340
H 6.516 3.152 -4.992 -0.4 -0.1 0.0 0.258
H 5.903 4.761 -5.018 -0.1 0.2 0.4 0.364
H 6.083 4.553 -2.199 0.1 0.1 0.0 0.444
H 5.200 5.235 -0.112 -0.2 -0.2 0.1 0.467
H 5.694 3.762 0.786 0.2 0.1 -1.0 0.165
H 4.136 4.135 0.867 -0.5 0.6 -0.5 0.160
H 2.245 2.545 3.744 0.1 0.2 -0.5 0.286
H 2.246 1.120 4.520 -0.2 -1.3 1.6 0.571
H 1.538 1.152 2.894 1.0 0.1 0.3 0.226
H 4.466 0.861 5.022 0.0 -0.1 0.6 0.441

Going through the records in order, we get calculated total energy values of -354727.480; -172921.142 eV.
Going through the records in order, we get ΔE to the lowest compared entry with this formula, charge and spin values of 473.4; 119.3 kJ/mol.